No. 1
# C19H19N3O3S

The molecule C19H19N3O3S (the ωB97M-V functional and the def2-TZVPD basis, the OMol25 dataset).

Each line ends with the natural charge from an NBO analysis.
Element x y z (Å)
C  3.2579  4.3930  -3.0477  -0.26
H  3.5216  5.2658  -3.3994  0.19
O  3.0145  4.3230  -1.6752  -0.44
C  2.5693  3.3246  -1.1091  0.22
C  2.2405  3.4902  0.0672  -0.20
C  1.8812  2.5774  1.0143  -0.18
C  1.6747  1.4141  0.5075  -0.06
C  2.1027  0.9919  -0.9698  -0.14
C  2.5325  2.0912  -1.7392  -0.24
H  2.5993  1.9258  -2.7253  0.20
H  2.1084  0.0657  -1.2219  0.19
C  1.4834  0.0618  1.1977  0.05
C  1.1539  -0.0438  2.4462  -0.33
S  0.6827  -1.5651  3.2049  0.21
C  0.4952  -2.0180  1.3078  0.42
N  0.8442  -0.9075  0.6637  -0.57
N  -0.1530  -3.1270  0.9915  -0.46
C  -0.8814  -3.8265  1.9580  -0.24
H  -0.3263  -4.0909  2.9679  0.23
C  -2.2186  -3.1885  2.1073  -0.24
N  -2.3424  -2.3791  0.7868  -0.50
C  -2.6205  -0.9172  1.2394  0.67
O  -2.9765  -0.6811  2.3161  -0.53
C  -2.6191  0.0049  0.1019  0.35
C  -1.4185  0.0062  -0.9913  -0.34
C  -2.1033  1.2257  -1.6123  -0.22
C  -3.4853  1.6191  -1.2886  -0.07
O  -3.5619  0.6244  -0.1430  -0.37
H  -4.0758  2.4412  -1.4413  0.22
H  -1.6095  1.8499  -2.3641  0.21
H  -0.5621  -0.3350  -0.9189  0.21
C  -1.9560  -2.9832  -0.5031  -0.27
H  -2.5567  -3.8905  -0.4726  0.21
H  -2.3064  -2.2138  -1.2866  0.26
C  -0.5066  -3.2182  -0.3850  -0.20
H  0.2287  -2.6340  -0.7853  0.24
H  -0.2443  -4.3996  -0.8274  0.17
H  -3.0826  -3.8807  2.1950  0.20
H  -2.3180  -2.6532  2.9356  0.24
H  -0.7647  -4.8414  1.6609  0.22
H  1.4339  0.7431  3.4722  0.20
H  1.7851  2.8535  2.2593  0.23
H  2.4862  4.6272  0.6616  0.20
H  4.0379  3.7798  -3.3902  0.17
H  2.5560  4.0943  -3.7655  0.18

The value obtained for the LUMO energy is 0.67 eV. The gap between HOMO and LUMO is 0.2911 Ha. As for the SMILES: COc1ccc(-c2csc(N3CCN(C(=O)c4ccco4)CC3)n2)cc1. The value obtained for the energy relative to the best compared isomer or geometry (same formula, charge and spin) is 419.2 kcal/mol. As for the multiplicity: 1. As for the HOMO energy: -0.2666 hartree. The total energy comes out at -1523.00345 a.u.

=====

No. 2
# C19H19N3O5

The molecule C19H19N3O5 (the ωB97M-V functional and the def2-TZVPD basis, the OMol25 dataset).

Each line ends with the natural charge from an NBO analysis.
Element x y z (Å)
C  2.8736  2.1173  4.8760  -0.62
C  2.0331  2.9543  3.9313  -0.07
H  2.6500  3.6698  3.3751  0.19
H  1.2617  3.5176  4.4690  0.19
O  1.3987  2.0771  3.0011  -0.50
C  0.5094  2.6254  2.1739  0.79
O  0.2154  3.7968  2.1666  -0.60
C  -0.0779  1.6185  1.2566  -0.30
C  -1.0295  2.0020  0.3733  -0.01
C  -1.6629  1.1390  -0.5775  -0.22
C  -3.0164  1.1021  -0.8801  0.02
N  -3.2073  0.0735  -1.7206  -0.16
N  -2.0667  -0.5478  -2.0110  -0.26
C  -1.1072  0.0668  -1.3432  0.17
C  0.2869  -0.3145  -1.4975  -0.14
C  1.3096  0.6340  -1.4725  -0.17
C  2.6223  0.2478  -1.6114  -0.26
C  2.9535  -1.0992  -1.7769  0.31
C  1.9353  -2.0458  -1.8274  -0.32
C  0.6184  -1.6503  -1.6946  -0.08
H  -0.1726  -2.3826  -1.7364  0.22
H  2.1552  -3.0924  -1.9659  0.22
O  4.2809  -1.3722  -1.8888  -0.49
C  4.6817  -2.7131  -2.0371  -0.25
H  5.7694  -2.6916  -2.0850  0.20
H  4.2884  -3.1506  -2.9604  0.18
H  4.3687  -3.3217  -1.1831  0.18
H  3.4210  0.9726  -1.5953  0.22
H  1.0709  1.6819  -1.3618  0.21
C  -4.4492  -0.5198  -2.1274  -0.20
C  -5.0046  -1.4146  -1.0041  -0.51
C  -3.9277  -2.3993  -0.5832  0.80
O  -3.7327  -3.4678  -1.0881  -0.58
O  -3.2023  -1.9095  0.4243  -0.69
H  -2.4651  -2.4977  0.6547  0.51
H  -5.2792  -0.8068  -0.1420  0.23
H  -5.8706  -1.9624  -1.3722  0.24
H  -4.2389  -1.1274  -3.0102  0.24
H  -5.1713  0.2618  -2.3760  0.21
H  -3.8248  1.7059  -0.5197  0.22
H  -1.3645  3.0318  0.4281  0.24
C  0.3283  0.2780  1.4110  0.30
N  0.6035  -0.8214  1.5912  -0.31
H  3.6158  1.5562  4.3150  0.22
H  3.3764  2.7644  5.5888  0.22
H  2.2433  1.4139  5.4132  0.22

The value obtained for the LUMO energy is -0.31 eV. The gap between HOMO and LUMO is 0.2848 Ha. As for the SMILES: CCOC(=O)/C(C#N)=C/c1cn(CCC(=O)O)nc1-c1ccc(OC)cc1. The value obtained for the energy relative to the best compared isomer or geometry (same formula, charge and spin) is 42.0 kcal/mol. As for the multiplicity: 1. As for the HOMO energy: -0.2961 hartree. The total energy comes out at -1275.89079 a.u.

=====

No. 3
# C19H19N3O5S

The molecule C19H19N3O5S (the ωB97M-V functional and the def2-TZVPD basis, the OMol25 dataset).

Each line ends with the natural charge from an NBO analysis.
Element x y z (Å)
O  -2.0107  -0.6816  1.4832  -0.62
O  2.9356  -1.8111  2.3122  -0.91
O  3.5006  -0.1598  4.0719  -0.91
N  -0.5186  0.4054  -0.7059  -0.22
O  -1.5622  -2.7107  3.2965  -0.67
O  -0.6247  2.4391  -6.8938  -0.51
C  -0.7776  -0.6261  1.5449  0.63
C  -0.3784  -2.0665  3.5939  0.37
C  -0.0103  -0.9899  2.7760  -0.06
C  0.3044  0.3531  -1.7267  0.07
C  0.6730  -3.7616  6.7957  -0.19
C  2.0087  -3.4588  6.8993  -0.20
C  -1.5341  1.9270  -4.6104  -0.24
C  0.6524  1.2020  -5.3458  -0.26
C  -0.0802  -3.3270  5.7180  -0.17
C  -1.2779  1.4486  -3.3203  -0.16
C  0.8762  0.6229  -4.0716  -0.15
C  2.5648  -2.6441  5.8887  -0.20
C  -0.5269  1.8846  -5.6231  0.30
C  0.4790  -2.5486  4.6872  -0.11
C  -0.0586  0.7945  -3.0671  -0.15
C  1.8285  -2.1919  4.7832  -0.23
N  -0.0521  -0.0194  0.5215  -0.45
N  1.1245  -0.2207  3.0067  -0.66
C  0.8528  1.0521  3.6769  -0.41
C  -2.6021  3.9488  -7.2494  -0.64
C  -1.9517  2.5827  -7.4975  -0.07
S  2.5060  -1.0976  3.5220  2.24
H  -2.0654  -2.2404  2.6372  0.52
H  1.3008  -0.0164  -1.4672  0.16
H  0.2519  -4.4187  7.5401  0.22
H  2.5450  -3.8573  7.7739  0.23
H  -2.5241  2.3714  -4.7902  0.21
H  1.3332  1.0373  -6.1577  0.23
H  -1.0930  -3.6493  5.6753  0.24
H  -2.0471  1.5384  -2.5645  0.24
H  1.8040  0.0990  -3.9069  0.22
H  3.6184  -2.3612  5.9743  0.24
H  0.9560  -0.1949  0.6187  0.38
H  0.6676  0.8941  4.7540  0.19
H  1.6999  1.7197  3.5453  0.23
H  -0.0036  1.5335  3.2275  0.22
H  -3.6021  3.9762  -7.6833  0.22
H  -2.7284  4.1964  -6.1920  0.21
H  -1.9882  4.7323  -7.7002  0.22
H  -1.8584  2.5270  -8.5984  0.19
H  -2.6069  1.7675  -7.1519  0.18

The value obtained for the LUMO energy is -0.64 eV. The gap between HOMO and LUMO is 0.2772 Ha. As for the SMILES: CCOc1ccc(/C=N/NC(=O)C2=C(O)c3ccccc3S(=O)(=O)N2C)cc1. The value obtained for the energy relative to the best compared isomer or geometry (same formula, charge and spin) is 105.6 kcal/mol. As for the multiplicity: 1. As for the HOMO energy: -0.3008 hartree. The total energy comes out at -1673.99750 a.u.

=====

No. 4
# C19H19N5O5SW

A structure of composition C19H19N5O5SW (the ωB97M-V functional and the def2-TZVPD basis, the OMol25 dataset).

Each line ends with the natural charge from an NBO analysis.
Element x y z (Å)
W  -0.7192  1.1090  -0.6813  1.98
O  -1.7042  -0.6504  -0.6785  -0.47
N  -1.7677  -1.2829  0.4599  0.23
N  -1.5404  -0.5265  1.4314  0.19
O  -1.2293  0.7609  1.1700  -0.50
C  -1.6819  -0.9242  2.8052  0.11
C  -1.0825  -0.1368  3.7766  -0.21
C  -1.2133  -0.5287  5.0985  -0.19
C  -1.9228  -1.6784  5.4186  -0.14
C  -2.5141  -2.4480  4.4219  -0.18
C  -2.4024  -2.0764  3.0953  -0.21
H  -0.5309  0.7526  3.5089  0.24
H  -0.7576  0.0655  5.8778  0.25
H  -2.0212  -1.9765  6.4534  0.25
H  -3.0735  -3.3362  4.6795  0.25
H  -2.8681  -2.6542  2.3097  0.25
N  0.9967  0.1265  -0.6772  -0.61
C  1.9440  -0.5207  -0.9476  0.77
N  2.9652  -1.2093  -1.2147  -0.38
C  2.9606  -2.7039  -1.1108  -0.20
C  3.3011  -3.2956  -2.4684  -0.42
C  4.6076  -2.7206  -3.0105  -0.41
C  4.5410  -1.1980  -3.1029  -0.42
C  4.2153  -0.5789  -1.7545  -0.20
H  1.9828  -3.0137  -0.7471  0.23
H  3.7140  -2.9549  -0.3625  0.23
H  2.4818  -3.1002  -3.1653  0.22
H  3.3712  -4.3773  -2.3489  0.25
H  4.8149  -3.1410  -3.9932  0.25
H  5.4373  -3.0150  -2.3608  0.22
H  3.7866  -0.8938  -3.8331  0.22
H  5.4943  -0.7857  -3.4349  0.25
H  4.0543  0.4959  -1.8082  0.23
H  4.9931  -0.7843  -1.0173  0.23
O  -0.0125  2.8581  -0.0134  -0.89
S  -0.4353  4.1374  -0.8776  2.24
O  0.1876  5.3287  -0.4673  -0.78
N  -0.2389  3.5651  -2.3405  -0.77
C  -1.1315  2.5679  -2.3462  0.49
O  -0.8543  1.3175  -2.6781  -0.59
C  -2.3638  2.7671  -1.5371  -0.23
C  -3.4119  1.8767  -1.3266  -0.17
C  -4.3405  2.2057  -0.3230  -0.17
C  -4.1900  3.3436  0.4466  -0.13
C  -3.0605  4.1785  0.3182  -0.16
C  -2.1852  3.8717  -0.6816  -0.22
H  -3.5700  1.0319  -1.9857  0.28
H  -5.2010  1.5692  -0.1679  0.26
H  -4.9364  3.5806  1.1929  0.26
H  -2.8886  5.0022  0.9985  0.27

The value obtained for the LUMO energy (alpha / beta) is -8.37 / -8.58 eV. As for the charge: +2. The gap between HOMO and LUMO (alpha / beta) is 0.2407 / 0.2331 Ha. The value obtained for the energy relative to the best compared isomer or geometry (same formula, charge and spin) is 8.9 kcal/mol. As for the multiplicity: 1. As for the HOMO energy (alpha / beta): -0.5481 / -0.5483 hartree. The total energy comes out at -1849.95874 a.u.

=====

No. 5
# C19H19N5OPtS6

A structure of composition C19H19N5OPtS6 (the ωB97M-V functional and the def2-TZVPD basis, the OMol25 dataset).

Each line ends with the natural charge from an NBO analysis.
Element x y z (Å)
Pt  0.1058  -0.8373  0.3264  0.62
S  -0.7937  -3.2013  7.0619  0.34
C  -0.6631  -2.7019  5.5551  -0.63
S  -1.9181  -2.8720  4.3425  0.60
C  -1.1088  -2.1396  3.0199  -0.42
C  0.2985  -1.6773  3.3319  -0.39
S  1.3496  -0.9687  2.2758  0.24
S  0.7999  -1.9280  4.9377  0.61
S  -1.8514  -1.9927  1.5812  0.15
C  1.2340  0.7211  -2.8492  -0.65
C  -0.1603  0.8966  -2.3050  0.04
C  -0.9657  -0.2053  -1.9722  -0.35
C  -2.2657  -0.0321  -1.4903  -0.16
C  -2.7830  1.2424  -1.3272  0.11
N  -4.0205  1.3897  -0.6615  -0.66
C  -4.4004  2.4275  0.1641  0.79
O  -5.5440  2.7021  0.4021  -0.55
N  -3.3477  3.1765  0.7154  -0.66
C  -2.0541  2.7856  0.9943  0.23
C  -1.0642  3.7296  1.2544  -0.18
C  0.2553  3.3248  1.3298  -0.22
C  0.5733  1.9967  1.1265  0.01
N  -0.3876  1.0747  0.9523  -0.48
C  -1.6713  1.4476  0.9524  -0.01
C  -2.0215  2.3419  -1.7282  -0.17
C  -0.7289  2.1670  -2.1901  -0.21
H  1.4290  -0.3220  -3.0976  0.22
H  1.9873  1.0490  -2.1304  0.22
H  1.3724  1.3144  -3.7527  0.25
H  -0.5910  -1.2048  -2.1332  0.25
H  -2.8714  -0.8922  -1.2259  0.23
H  -4.8094  0.8435  -0.9776  0.44
H  -3.6754  4.0477  1.1078  0.44
H  -1.3233  4.7775  1.3440  0.25
H  1.0446  4.0431  1.4994  0.26
H  1.5971  1.6549  1.1069  0.22
H  -2.4028  0.6653  0.8632  0.24
H  -2.4395  3.3390  -1.6615  0.25
H  -0.1585  3.0350  -2.4982  0.24
S  0.7252  -2.8755  -0.5409  -0.07
C  2.4015  -2.8512  -0.9039  0.34
N  2.9737  -3.8399  -1.5762  -0.55
C  4.3977  -3.5832  -1.8317  -0.23
C  4.6649  -2.3588  -0.9358  -0.23
N  3.2993  -1.9221  -0.5968  -0.56
H  2.4539  -4.6020  -1.9797  0.44
H  4.5541  -3.3638  -2.8871  0.22
H  4.9998  -4.4436  -1.5532  0.24
H  5.2004  -1.5732  -1.4614  0.23
H  5.2105  -2.6216  -0.0301  0.22
H  3.0937  -1.1831  0.0527  0.42

The value obtained for the LUMO energy is -8.58 eV. As for the charge: +2. The gap between HOMO and LUMO is 0.1967 Ha. The value obtained for the energy relative to the best compared isomer or geometry (same formula, charge and spin) is 12.7 kcal/mol. As for the multiplicity: 1. As for the HOMO energy: -0.5122 hartree. The total energy comes out at -3592.40131 a.u.

=====

No. 6
# C19H19N7O2

The molecule C19H19N7O2 (the ωB97M-V functional and the def2-TZVPD basis, the OMol25 dataset).

Each line ends with the natural charge from an NBO analysis.
Element x y z (Å)
N  5.7609  1.2596  -1.6649  -0.28
N  -4.7336  -2.9481  0.6233  -0.26
N  -2.4793  -0.8001  0.5620  -0.42
N  -5.9215  -3.5642  0.8909  -0.29
O  8.1729  -0.1108  -1.9272  -0.75
O  0.0168  2.6405  1.3828  -0.53
C  4.6447  1.5627  -0.9987  -0.03
C  -4.7112  -1.7834  1.2351  0.31
C  -1.7658  0.2775  0.7990  0.35
C  -6.5909  -2.8204  1.7513  0.33
C  -3.6935  -0.7158  1.2341  0.04
C  3.5327  0.7571  -1.4852  -0.16
C  4.0167  0.0473  -2.5266  -0.03
C  -3.7076  0.4624  1.9217  -0.07
C  1.2824  -0.3408  -1.2338  -0.21
C  1.6248  1.7284  -0.0860  -0.25
C  0.0173  -0.4584  -0.6774  -0.15
C  0.3187  1.6506  0.4611  0.38
C  2.1402  0.7247  -0.9729  -0.02
C  -0.4514  0.4948  0.2114  -0.18
N  -5.8796  -1.6637  1.9925  -0.55
N  5.3521  0.3774  -2.6091  -0.17
N  -2.5401  1.1379  1.6184  -0.35
C  -7.9623  -3.1274  2.2566  -0.66
C  7.3140  -1.1268  -2.4752  -0.07
C  -1.2731  3.2620  1.3102  -0.08
C  6.3112  -0.4216  -3.3920  -0.24
C  -2.1980  2.4541  2.2162  -0.23
H  7.6283  0.6395  -1.5770  0.50
H  4.6462  2.1651  -0.0754  0.22
H  3.4333  -0.6583  -3.1462  0.24
H  -4.4703  0.8894  2.5469  0.20
H  1.6215  -1.1286  -1.8963  0.20
H  2.3360  2.5566  0.2236  0.22
H  -0.5852  -1.3337  -0.8916  0.25
H  -6.1396  -0.8521  2.5404  0.42
H  -8.6745  -2.5975  1.6224  0.23
H  -8.0568  -2.7840  3.3052  0.22
H  -8.1980  -4.2116  2.2072  0.25
H  6.7893  -1.6912  -1.7088  0.17
H  7.9403  -1.7870  -3.0977  0.19
H  -1.1389  4.3052  1.6614  0.21
H  -1.6111  3.2956  0.2893  0.19
H  6.8681  0.1892  -4.1348  0.22
H  5.7994  -1.2375  -3.8957  0.21
H  -1.6995  2.2275  3.1577  0.22
H  -3.0858  3.0576  2.4516  0.21

The value obtained for the LUMO energy is 0.32 eV. The gap between HOMO and LUMO is 0.3016 Ha. As for the SMILES: Cc1nnc(-c2cn3c(n2)-c2ccc(-c4cnn(CCO)c4)cc2OCC3)[nH]1. The value obtained for the energy relative to the best compared isomer or geometry (same formula, charge and spin) is 25.1 kcal/mol. As for the multiplicity: 1. As for the HOMO energy: -0.2898 hartree. The total energy comes out at -1269.16721 a.u.